Formula: C2H9N3P
Source: the OMol25 dataset
Level of theory: wB97M-V/def2-TZVPD

Each line ends with the Löwdin charge.
CARTESIAN COORDINATES (ANGSTROEM)
C (-0.77224, -2.63097, -1.05714)  -0.045
N (-0.70333, -1.67088, -0.01757)  0.116
C (-0.28921, -0.86989, 0.72966)  -0.239
N (-0.07737, 0.07177, 1.59841)  -0.050
P (1.04622, 1.67176, 0.68487)  0.806
N (0.02484, 1.42730, -0.60257)  -0.148
H (-1.15865, -3.67794, -0.80430)  0.133
H (0.27676, -2.77259, -1.29592)  0.090
H (-1.21462, -2.25826, -1.99925)  0.107
H (0.43232, -0.12917, 2.53940)  0.153
H (1.71791, 2.68968, 0.08095)  -0.033
H (0.91476, 2.61239, 1.61145)  -0.024
H (2.00733, 0.73297, 1.07209)  0.022
H (-0.63550, 0.61408, -0.67093)  0.067
H (0.02516, 2.04063, -1.36336)  0.045

## Properties
ΔE to the lowest compared entry with this formula, charge and spin   2.1906 eV
Total charge   +1
HOMO   -14.322 eV
Structure (SMILES)   C[N+]#CN[PH3]N
Strongest force on any atom   2.941 eV Å⁻¹